Entry 1:
Molecular formula: C23H57Br3FNO11S8
Method: DFT, the ωB97M-V functional and the def2-TZVPD basis

Positions of all 104 atoms, in Å:
1 C -1.2962 0.7697 -3.5529
2 C -0.4412 1.3839 -2.4593
3 O -1.1401 1.4813 -1.2035
4 C -0.7450 0.7270 -0.1356
5 C -0.4164 -0.7337 -0.3823
6 C -1.4743 -1.5252 -1.1548
7 N -0.8356 -2.5042 -2.0573
8 C 0.3672 1.4012 0.7508
9 F 0.5931 0.5902 1.8240
10 Br 2.0824 1.5264 -0.1584
11 C -0.0354 2.7514 1.3734
12 C 1.0227 3.2213 2.3789
13 Br -0.2235 4.1388 0.0273
14 C -1.3141 2.5583 2.1970
15 Br -1.8160 4.1840 3.1536
16 O -2.4461 2.2170 1.4202
17 S -2.2742 0.6811 0.9235
18 O -3.4067 0.4187 0.1373
19 O -2.1145 -0.2185 2.0130
20 H -1.0474 1.2038 -4.5122
21 H -2.3351 0.9807 -3.3315
22 H -1.1153 -0.2883 -3.6383
23 H 0.5104 0.8796 -2.4334
24 H -0.2290 2.4030 -2.7696
25 H -0.2177 -1.2627 0.5361
26 H 0.5059 -0.7947 -0.9532
27 H -2.2064 -0.9169 -1.6609
28 H -2.0422 -2.0899 -0.4131
29 H -1.6079 -3.0573 -2.4173
30 H -0.3629 -3.1664 -1.4497
31 H 0.8917 4.2869 2.4737
32 H 0.8215 2.7932 3.3567
33 H 2.0308 3.0709 2.0250
34 H -1.1112 1.8395 2.9761
35 C -2.0964 6.1506 -4.6036
36 S -1.5439 4.5263 -4.0615
37 O -1.6373 3.6195 -5.2341
38 C -2.9554 4.1805 -3.0053
39 H -1.3651 6.5364 -5.3106
40 H -3.0680 6.0634 -5.0903
41 H -2.1599 6.8169 -3.7431
42 H -3.8715 4.2213 -3.5951
43 H -2.9892 4.9094 -2.1951
44 H -2.8277 3.1817 -2.5898
45 C -5.7987 -1.2306 -5.2704
46 S -4.1760 -1.2864 -6.0449
47 O -3.2400 -0.5680 -5.1462
48 C -4.5764 -0.1656 -7.3936
49 H -5.7611 -1.8375 -4.3684
50 H -6.0450 -0.2011 -5.0101
51 H -6.5421 -1.6392 -5.9555
52 H -4.9048 0.7918 -6.9891
53 H -5.3579 -0.6071 -8.0127
54 H -3.6771 -0.0221 -7.9885
55 C 3.4020 0.3286 6.3387
56 S 2.0477 0.4772 5.1666
57 O 1.6407 1.9086 5.1396
58 C 0.8341 -0.4001 6.1591
59 H 4.2616 0.8536 5.9279
60 H 3.1165 0.7785 7.2896
61 H 3.6471 -0.7247 6.4739
62 H 0.7156 0.0996 7.1207
63 H 1.1614 -1.4298 6.3025
64 H -0.1113 -0.3901 5.6201
65 C 4.2523 1.0738 -3.7842
66 S 3.0453 -0.0063 -4.5663
67 O 2.0051 -0.3043 -3.5512
68 C 4.1185 -1.4454 -4.6624
69 H 3.7707 2.0305 -3.5912
70 H 4.5845 0.6321 -2.8440
71 H 5.0981 1.2193 -4.4562
72 H 4.4590 -1.7167 -3.6628
73 H 4.9686 -1.2204 -5.3067
74 H 3.5433 -2.2642 -5.0889
75 C 0.0873 -7.8219 -2.2919
76 S -0.0467 -6.6460 -0.9401
77 O -0.5480 -5.3705 -1.5180
78 C 1.7224 -6.4561 -0.6822
79 H -0.9177 -8.0510 -2.6394
80 H 0.6659 -7.3816 -3.1038
81 H 0.5666 -8.7322 -1.9319
82 H 2.1908 -6.1077 -1.6027
83 H 2.1515 -7.4100 -0.3730
84 H 1.8703 -5.7198 0.1051
85 C -0.1386 6.1751 5.5282
86 S -0.4216 7.8487 6.1180
87 O 0.9040 8.5108 6.2184
88 C -0.9055 7.3749 7.7844
89 H 0.2160 6.2321 4.5017
90 H 0.6140 5.6876 6.1484
91 H -1.0728 5.6170 5.5601
92 H -0.1001 6.8089 8.2526
93 H -1.8161 6.7772 7.7410
94 H -1.0929 8.2841 8.3517
95 C 4.5402 -6.9395 4.3630
96 S 3.4669 -8.1829 3.6314
97 O 3.9762 -8.4514 2.2619
98 C 2.0355 -7.1125 3.4529
99 H 5.5181 -7.3895 4.5186
100 H 4.6301 -6.0890 3.6870
101 H 4.1269 -6.6234 5.3209
102 H 2.2972 -6.2528 2.8354
103 H 1.6945 -6.7836 4.4345
104 H 1.2475 -7.6850 2.9677

Forces on the atoms, in the same order (eV/Å):
C 0.25 0.03 0.53
C -0.04 0.29 -1.31
O 0.13 -0.04 0.04
C 0.27 -0.13 0.85
C 0.06 -0.35 -0.90
C -0.04 -0.91 0.54
N -0.38 0.50 0.30
C -0.48 0.24 -0.22
F 0.10 -0.44 0.37
Br -0.13 -0.08 -0.29
C 0.57 0.56 0.51
C -0.46 0.41 -0.20
Br -0.18 -0.02 -0.20
C -0.22 1.23 -0.15
Br -0.14 -0.27 -0.19
O 0.78 -0.91 0.05
S -0.76 -0.56 -0.22
O -1.10 0.42 -1.41
O 0.98 0.24 1.12
H -0.01 0.24 -0.14
H -0.28 -0.13 -0.20
H -0.22 -0.44 0.11
H 0.19 -0.25 0.56
H 0.09 0.39 0.39
H 0.07 0.17 0.49
H 0.21 0.25 -0.27
H 0.13 0.33 -0.44
H -0.34 0.18 0.25
H 0.19 -0.09 -0.30
H 0.17 -0.11 -0.23
H 0.03 0.36 0.16
H 0.48 -0.25 -0.03
H 0.18 -0.35 0.06
H -0.11 -0.34 0.14
C -0.10 0.09 -0.01
S 0.03 0.02 0.11
O -0.04 0.09 -0.09
C -0.09 -0.02 0.04
H 0.04 -0.05 0.01
H 0.00 -0.06 0.00
H 0.02 -0.01 0.01
H 0.04 0.00 -0.06
H 0.05 -0.01 0.02
H 0.06 0.03 0.01
C -0.12 0.04 0.01
S 0.02 -0.06 -0.04
O -0.17 -0.07 -0.08
C -0.09 0.08 -0.07
H 0.06 -0.01 -0.01
H 0.06 0.01 0.00
H 0.01 -0.02 0.00
H 0.04 -0.01 0.05
H 0.01 -0.03 0.00
H 0.04 -0.03 0.05
C 0.02 0.04 0.13
S 0.03 -0.13 -0.17
O -0.01 -0.06 0.27
C -0.07 0.00 0.11
H -0.03 0.01 -0.06
H -0.04 0.02 -0.02
H -0.01 -0.01 -0.03
H 0.03 0.04 -0.02
H 0.01 0.00 -0.03
H 0.03 0.02 -0.06
C 0.11 0.03 0.07
S -0.05 0.06 -0.13
O 0.13 -0.03 0.09
C 0.10 -0.08 0.05
H -0.06 -0.02 -0.03
H -0.05 -0.04 0.00
H -0.01 0.01 -0.02
H -0.04 0.03 0.02
H -0.02 0.02 -0.02
H -0.06 0.04 0.00
C 0.04 -0.05 -0.10
S 0.03 -0.09 0.09
O 0.06 -0.10 0.01
C 0.09 -0.04 -0.04
H -0.03 0.04 0.04
H -0.01 0.06 0.03
H -0.01 0.00 0.03
H -0.06 0.03 -0.02
H -0.01 0.01 0.05
H -0.06 0.01 0.00
C 0.08 -0.04 0.08
S -0.05 -0.01 -0.06
O 0.03 -0.03 0.05
C -0.01 -0.06 0.10
H -0.02 0.06 -0.01
H 0.02 0.04 0.01
H -0.02 0.02 0.02
H 0.04 0.02 -0.05
H -0.01 0.01 -0.02
H 0.01 0.04 -0.05
C 0.04 0.11 0.02
S -0.01 -0.07 0.06
O -0.02 0.08 -0.06
C -0.09 0.13 -0.02
H -0.02 -0.06 -0.02
H -0.02 -0.03 -0.04
H -0.01 -0.03 0.01
H 0.05 -0.02 -0.01
H 0.01 -0.04 0.01
H 0.03 -0.05 0.01

Its HOMO-LUMO gap is 0.30852 hartree. Its HOMO energy is -8.4 eV. The value obtained for the electronic energy is -348307.91946 eV.


Entry 2:
Molecular formula: C23H57FN7O8P3S
Method: DFT, the ωB97M-V functional and the def2-TZVPD basis

Positions of all 100 atoms, in Å:
1 C 3.8751 0.6216 1.8482
2 C 3.0564 0.0555 0.6900
3 O 2.7066 -1.3297 0.8570
4 P 1.5559 -1.6541 1.9029
5 O 1.8665 -1.2944 3.3025
6 C -0.0032 -0.8524 1.4212
7 C -0.6928 -0.2124 2.6322
8 C -0.0256 1.0962 3.0671
9 C -0.0443 1.2427 4.5998
10 C -0.4714 2.6287 5.0594
11 O -1.5718 2.9644 5.3733
12 N 0.6936 3.4120 5.0892
13 C 1.8568 2.5699 5.3890
14 C 1.3128 1.1083 5.3034
15 S 1.2108 0.2323 6.8386
16 O 2.2597 0.6432 7.7106
17 O 1.1308 -1.1610 6.5605
18 F -0.1614 0.7030 7.4143
19 O 1.3051 -3.2180 1.7714
20 C 1.2430 -3.9382 3.0232
21 C 2.6203 -4.2680 3.6056
22 H 3.2104 0.9933 2.6275
23 H 4.4524 -0.1800 2.3034
24 H 4.4960 1.4425 1.4975
25 H 3.7054 0.0782 -0.1851
26 H 2.1994 0.6827 0.4399
27 H -0.6642 -1.6518 1.0801
28 H 0.1328 -0.1532 0.5959
29 H -1.7323 -0.0161 2.3641
30 H -0.6991 -0.9233 3.4563
31 H 0.9898 1.1801 2.6820
32 H -0.5961 1.9357 2.6617
33 H -0.6804 0.4622 5.0154
34 H 0.7937 4.1185 4.3779
35 H 2.1445 2.8195 6.4088
36 H 2.7056 2.6734 4.7184
37 H 2.0260 0.5636 4.6875
38 H 0.7654 -4.8864 2.7728
39 H 0.5961 -3.4648 3.7567
40 H 2.7109 -5.3213 3.8561
41 H 2.7327 -3.6875 4.5217
42 H 3.4118 -3.9277 2.9414
43 O -1.1383 3.6503 0.2270
44 P -2.4015 3.2955 -0.5081
45 N -1.7248 2.8950 -2.0397
46 C -1.5426 3.7507 -3.1869
47 C -0.8373 1.7414 -2.0307
48 N -3.2140 4.8059 -0.3689
49 C -3.6508 5.6169 -1.4822
50 C -2.8088 5.6595 0.7442
51 N -3.8421 2.4856 -0.8672
52 C -4.2320 1.9024 -2.1378
53 C -4.9562 2.6326 0.0679
54 H -1.8102 3.2063 -4.1029
55 H -0.5061 4.0974 -3.2919
56 H -2.1818 4.6275 -3.1737
57 H -1.3851 0.8212 -1.7882
58 H -0.0267 1.8537 -1.3011
59 H -0.3842 1.5922 -3.0101
60 H -2.8261 6.1893 -1.9261
61 H -4.4041 6.3356 -1.1469
62 H -4.1366 5.0198 -2.2567
63 H -1.8953 6.2247 0.5215
64 H -2.6323 5.0741 1.6423
65 H -3.6074 6.3701 0.9714
66 H -4.4861 2.6730 -2.8716
67 H -5.1090 1.2662 -1.9994
68 H -3.4645 1.2561 -2.5553
69 H -5.6422 3.4195 -0.2589
70 H -4.6012 2.8843 1.0655
71 H -5.5136 1.6973 0.1569
72 O 0.5569 -1.6036 -2.1925
73 P 1.0759 -2.4574 -3.3135
74 N -0.2868 -2.5427 -4.3492
75 C -1.3025 -3.5678 -4.3978
76 C -0.7214 -1.2684 -4.8956
77 N 1.4691 -3.8679 -2.4101
78 C 0.9635 -5.1947 -2.6744
79 C 1.6554 -3.6691 -0.9734
80 N 2.1709 -2.8654 -4.5329
81 C 1.8581 -3.2889 -5.8851
82 C 3.5547 -3.1257 -4.1457
83 H -1.5458 -3.8008 -5.4427
84 H -2.2297 -3.2633 -3.8954
85 H -0.9833 -4.5067 -3.9574
86 H 0.0376 -0.8507 -5.5702
87 H -0.9181 -0.5308 -4.1089
88 H -1.6349 -1.3884 -5.4770
89 H -0.0579 -5.3324 -2.2950
90 H 1.5966 -5.9391 -2.1832
91 H 0.9912 -5.4397 -3.7390
92 H 0.6971 -3.6408 -0.4501
93 H 2.1789 -2.7434 -0.7856
94 H 2.2577 -4.4748 -0.5462
95 H 1.4602 -4.3079 -5.9053
96 H 2.7610 -3.2680 -6.4988
97 H 1.1532 -2.6250 -6.3790
98 H 3.7314 -4.1970 -4.0131
99 H 3.8022 -2.6232 -3.2125
100 H 4.2459 -2.7478 -4.9029

Forces on the atoms, in the same order (eV/Å):
C -0.83 -0.21 0.25
C 1.11 0.39 -0.43
O -0.43 0.03 0.04
P -0.69 0.38 1.28
O 0.41 0.27 -0.08
C -0.20 -0.41 -0.13
C 0.38 0.16 -0.38
C -0.44 0.39 0.45
C 0.08 -0.87 1.07
C 0.55 -0.57 -0.47
O -0.59 0.52 -0.26
N 0.34 0.09 -0.08
C -0.86 -0.03 0.60
C 0.28 1.00 -0.94
S 1.97 -1.20 -0.49
O -0.49 0.67 0.26
O -0.88 0.11 -0.01
F -0.08 0.21 0.11
O 0.24 0.31 0.13
C 0.15 -1.48 -0.05
C -0.33 0.93 0.52
H 0.08 0.07 0.09
H 0.29 0.11 -0.11
H 0.14 -0.06 0.01
H -0.17 -0.23 -0.16
H -0.23 -0.20 0.16
H 0.18 -0.02 -0.38
H -0.06 0.01 -0.05
H -0.04 0.00 0.05
H 0.04 -0.05 0.01
H 0.05 -0.04 0.02
H 0.14 0.00 -0.25
H -0.43 0.24 -0.12
H -0.18 0.25 0.21
H 0.48 -0.21 -0.07
H -0.08 0.27 -0.11
H -0.17 -0.71 0.34
H -0.15 0.14 -0.29
H 0.10 0.43 -0.13
H 0.11 -0.07 -0.19
H 0.19 -0.07 0.04
H 0.04 -0.29 -0.15
O -0.97 -2.45 2.10
P 0.44 3.64 -4.56
N -0.23 -0.17 -0.17
C -0.07 0.11 -0.13
C -0.05 -0.05 0.41
N 0.31 0.24 0.71
C -0.55 -0.28 -0.18
C 0.30 0.06 -0.02
N 0.14 -0.78 1.90
C 0.29 -0.57 -0.17
C -0.01 -0.11 0.12
H 0.11 -0.02 0.00
H -0.01 0.02 0.02
H 0.03 -0.02 0.17
H 0.10 -0.02 0.03
H 0.02 -0.03 -0.05
H -0.08 0.08 -0.05
H -0.03 0.01 -0.03
H 0.04 -0.01 0.09
H 0.14 -0.08 -0.03
H 0.00 0.02 0.07
H 0.08 -0.02 -0.03
H -0.07 -0.03 -0.14
H 0.06 0.02 0.00
H -0.05 0.12 0.17
H 0.08 0.13 -0.04
H 0.01 0.01 0.00
H 0.02 0.10 -0.02
H 0.05 -0.02 -0.05
O 2.19 1.97 -1.04
P -3.11 -4.31 0.31
N 0.18 -0.09 -0.24
C -0.08 -0.23 -0.03
C 0.24 0.26 0.18
N 0.04 0.29 0.60
C 0.37 -0.19 -0.46
C -0.42 -0.03 -0.26
N 0.95 1.64 0.50
C -0.22 0.42 -0.37
C 0.09 0.11 0.01
H -0.08 0.08 0.02
H 0.02 0.00 0.03
H 0.08 0.13 0.09
H -0.03 0.07 0.04
H -0.02 -0.01 -0.03
H 0.01 -0.15 -0.01
H 0.01 -0.06 -0.02
H 0.02 0.07 0.06
H -0.11 0.12 -0.03
H 0.02 -0.02 0.07
H -0.03 0.05 0.00
H -0.05 -0.13 -0.18
H -0.04 0.02 0.02
H 0.11 -0.02 0.17
H -0.12 -0.08 0.09
H -0.01 0.00 0.02
H -0.06 -0.07 0.07
H -0.07 0.02 -0.04

Its HOMO-LUMO gap is 0.31608 hartree. As for the structure (SMILES): CCOP(=O)(CCC[C@@H]1C(=O)NC[C@H]1S(=O)(=O)F)OCC.CN(C)P(=O)(N(C)C)N(C)C.CN(C)P(=O)(N(C)C)N(C)C. Its HOMO energy is -8.1 eV. The value obtained for the electronic energy is -93005.80407 eV.


Entry 3:
Molecular formula: C23H57LiN8O9
Method: DFT, the ωB97M-V functional and the def2-TZVPD basis

Positions of all 98 atoms, in Å:
1 Li -19.7314 -19.3721 24.5356
2 C -20.4141 -15.3927 24.1457
3 C -20.2328 -16.8889 24.3677
4 O -19.1886 -17.5431 23.9242
5 O -21.0765 -17.5171 25.0396
6 H -19.6185 -14.8140 24.6151
7 H -21.3668 -15.0271 24.5287
8 H -20.3958 -15.1583 23.0814
9 C -24.5167 -16.4579 24.7854
10 O -25.6742 -16.0603 24.7009
11 N -23.7035 -16.6984 23.8367
12 N -23.9650 -16.6153 25.9704
13 H -23.8147 -16.4329 22.8685
14 H -22.7674 -16.8456 24.1861
15 H -23.0746 -17.0919 25.9609
16 H -24.3633 -16.5585 26.8968
17 C -15.5108 -18.5861 23.9555
18 O -14.5770 -19.4118 23.9859
19 N -15.7520 -17.6275 23.0829
20 N -16.2473 -18.4059 24.9659
21 H -15.3815 -17.7995 22.1591
22 H -16.6061 -17.1013 23.1997
23 H -16.0606 -18.9304 25.8086
24 H -17.0804 -17.8349 24.9659
25 C -21.7325 -19.0653 20.6209
26 O -22.5613 -19.9771 20.7045
27 N -21.6092 -18.2640 21.6860
28 N -20.8874 -18.9090 19.6730
29 H -22.2927 -18.4540 22.4050
30 H -20.9215 -17.5286 21.7653
31 H -19.9665 -18.5208 19.8194
32 H -20.9101 -19.5831 18.9212
33 C -15.8672 -18.4715 17.9069
34 C -15.6351 -17.9088 19.3697
35 C -14.6054 -16.7799 19.2152
36 C -15.3591 -15.3418 18.7578
37 C -16.5380 -15.1562 19.7652
38 C -17.5942 -16.3670 19.8798
39 N -16.8381 -17.5985 20.2168
40 O -17.7476 -18.6491 20.2800
41 C -18.6972 -15.9085 20.8965
42 C -18.3905 -16.3749 18.5264
43 C -14.7078 -19.0188 19.9664
44 H -16.5977 -19.2629 18.0746
45 H -14.9546 -18.9943 17.6209
46 H -16.1940 -17.6652 17.2501
47 H -14.0761 -16.6268 20.1557
48 H -14.0367 -16.9148 18.2951
49 H -15.7589 -15.5457 17.7645
50 H -14.6165 -14.5439 18.7600
51 H -16.9517 -14.1808 19.5095
52 H -16.2001 -14.9795 20.7864
53 H -18.4222 -15.8264 21.9480
54 H -19.0469 -14.9234 20.5875
55 H -19.5592 -16.5737 20.9465
56 H -19.1748 -17.1318 18.5293
57 H -18.9293 -15.4424 18.3585
58 H -17.8354 -16.3536 17.5886
59 H -15.2883 -19.9319 20.0979
60 H -14.2897 -18.7405 20.9338
61 H -13.8303 -19.1221 19.3280
62 H -17.7881 -18.8293 21.2221
63 C -27.7790 -10.6303 25.2438
64 C -27.1854 -11.4605 24.0728
65 C -26.9212 -10.3351 23.0243
66 C -25.4910 -9.8304 22.9853
67 C -24.4099 -10.9874 23.0997
68 C -24.6201 -11.8382 24.3703
69 N -25.9892 -12.3029 24.4632
70 O -26.3450 -13.1632 25.5316
71 C -23.6277 -13.0305 24.1799
72 C -24.2569 -11.0363 25.6900
73 C -28.3107 -12.3614 23.5158
74 H -27.0278 -10.0112 25.7342
75 H -28.1144 -11.3240 26.0147
76 H -28.6498 -10.0143 25.0192
77 H -27.2899 -10.6718 22.0554
78 H -27.4891 -9.4328 23.2512
79 H -25.3306 -9.1353 23.8094
80 H -25.1818 -9.1702 22.1750
81 H -23.4954 -10.4083 23.2281
82 H -24.5667 -11.4755 22.1378
83 H -22.5998 -12.7149 24.0012
84 H -23.7069 -13.6298 25.0868
85 H -23.9238 -13.6782 23.3547
86 H -24.3551 -11.5972 26.6194
87 H -23.2499 -10.6246 25.6230
88 H -24.8887 -10.1653 25.8644
89 H -28.4162 -13.2978 24.0636
90 H -28.1392 -12.6430 22.4768
91 H -29.1914 -11.7677 23.7605
92 H -26.3602 -14.0532 25.1720
93 O -21.3988 -20.4818 24.1499
94 H -21.6989 -20.9255 23.3566
95 H -22.1949 -20.1180 24.5372
96 O -19.9135 -16.6197 27.4459
97 H -20.2029 -17.0998 26.6700
98 H -20.2758 -17.1127 28.1821

Forces on the atoms, in the same order (eV/Å):
Li -0.55 0.64 -0.33
C -0.05 -0.16 -0.34
C 2.14 -0.97 -0.49
O -1.24 1.25 0.39
O -0.78 -0.43 0.29
H 0.11 -0.23 0.04
H 0.05 -0.25 0.17
H 0.16 -0.08 -0.09
C -5.06 2.08 2.48
O -0.73 0.28 -0.81
N 3.76 -1.25 -4.15
N 2.62 -1.27 3.24
H -0.44 0.01 0.41
H 0.30 -0.09 -0.73
H 0.14 0.22 0.38
H -0.71 0.24 -0.80
C 4.54 -1.58 -0.93
O -0.85 0.57 -1.15
N 0.45 0.90 -3.31
N -4.40 -0.39 6.44
H -0.46 0.52 -0.04
H 0.18 -0.02 -0.53
H 0.01 0.04 -0.27
H 0.18 0.03 -0.03
C -2.43 -2.15 3.31
O -0.33 -0.04 -0.72
N 0.06 1.33 1.29
N 3.02 0.25 -4.13
H 0.35 0.35 0.01
H -0.33 -0.18 0.13
H -0.09 0.19 0.16
H -0.17 0.03 0.19
C -0.89 0.13 1.89
C 1.89 -1.24 -1.42
C -2.66 3.61 -1.00
C -0.05 -3.31 2.32
C 0.38 -0.16 -0.02
C 0.21 2.43 -1.71
N 1.06 2.09 -0.45
O -0.37 -0.86 -0.29
C 0.68 -0.50 0.39
C -0.10 0.12 -0.15
C -1.13 0.37 0.95
H -0.45 0.10 -0.70
H -0.08 0.51 -0.40
H 0.03 -0.53 -0.30
H 0.39 0.13 -0.34
H 0.69 -0.78 0.71
H 0.12 0.39 -0.08
H -0.31 0.07 -0.01
H -1.03 -0.27 -0.09
H 0.59 -0.22 0.10
H 0.66 -0.03 -0.03
H 0.00 -0.10 -0.10
H 0.04 -0.08 -0.54
H 0.27 -0.22 -0.29
H -0.17 0.28 0.79
H 0.45 -0.87 0.24
H 0.37 -0.30 -0.14
H -0.14 -0.03 0.20
H -0.32 -0.31 -0.11
H 0.00 -0.23 0.26
C 0.30 -1.24 1.44
C -0.03 0.84 0.35
C 0.80 -0.06 -0.78
C 1.48 -0.53 0.92
C -2.46 2.44 0.64
C 0.80 0.06 0.82
N -1.74 0.07 -2.21
O 0.66 1.12 0.32
C -0.97 -0.10 0.85
C 0.28 0.26 -0.74
C 0.56 0.10 0.99
H 0.07 0.15 -0.22
H -0.02 -0.09 0.22
H 0.16 -0.05 -0.51
H 0.35 -0.06 -0.24
H -0.50 -0.35 0.13
H -0.12 -0.17 0.56
H -0.58 -0.33 -0.68
H 0.47 -0.69 -0.44
H 0.80 -0.76 0.28
H -0.04 0.24 0.22
H 0.40 -0.22 0.07
H -0.23 0.18 -0.14
H 0.11 -0.52 -0.33
H 0.26 -0.19 0.08
H -0.24 -0.01 -0.44
H 0.16 0.10 0.25
H -0.30 0.38 -0.07
H -0.49 -0.32 -0.94
H 0.21 -0.48 -0.40
O 0.59 0.09 0.30
H -0.02 -0.18 -0.52
H -0.24 0.24 0.22
O 0.39 0.19 0.32
H -0.38 -0.13 -0.31
H -0.05 -0.02 0.26

Its HOMO-LUMO gap is 0.25318 hartree. Its HOMO energy is -7.6 eV. The value obtained for the electronic energy is -55329.16659 eV.